[1]
{"formula": "C24H29ClN4PSc", "method": "wB97M-V/def2-TZVPD", "relative_energy_kcal_mol": 0.15, "total_charge": 2, "gap_ev": 6.56, "fmax_ha_per_bohr": 0.06045, "symbols": ["Sc", "Cl", "P", "C", "C", "C", "C", "C", "C", "C", "C", "C", "C", "C", "C", "C", "C", "C", "C", "C", "C", "H", "H", "H", "H", "H", "H", "H", "H", "H", "H", "H", "H", "H", "H", "H", "H", "H", "C", "N", "C", "N", "C", "N", "C", "N", "C", "C", "H", "H", "H", "H", "H", "H", "H", "H", "H", "H", "H", "H"], "coordinates": [[-2.1861, -0.6497, 0.0311], [-2.4577, -2.7919, 0.6895], [0.1967, -1.0364, -0.7815], [1.5988, -0.5436, 0.2868], [2.6022, 0.3217, -0.1577], [3.7440, 0.5265, 0.6209], [3.8303, -0.0248, 1.9049], [2.7707, -0.7841, 2.4094], [1.6570, -1.0429, 1.6094], [0.5346, -2.8185, -1.1985], [-0.4024, -3.5146, -1.9906], [-0.2368, -4.8661, -2.2812], [0.8951, -5.5348, -1.8020], [1.8619, -4.8409, -1.0653], [1.6877, -3.4862, -0.7640], [0.5247, -0.2284, -2.3856], [-0.3836, 0.6949, -2.9407], [-0.1618, 1.2101, -4.2206], [0.9907, 0.8434, -4.9237], [1.9225, -0.0301, -4.3516], [1.6838, -0.5822, -3.0893], [-1.2790, -2.9915, -2.3753], [-0.9799, -5.3970, -2.8789], [1.0230, -6.5937, -2.0122], [2.7677, -5.3515, -0.7348], [2.4652, -2.9413, -0.2214], [2.5014, 0.8078, -1.1307], [4.5705, 1.1178, 0.2227], [4.7169, 0.1518, 2.5164], [2.8225, -1.1854, 3.4210], [0.8489, -1.6696, 1.9907], [-1.2694, 1.0196, -2.3847], [-0.8770, 1.8983, -4.6657], [1.1697, 1.2517, -5.9189], [2.8403, -0.2901, -4.8843], [2.3924, -1.2880, -2.6509], [3.5542, 4.1752, -0.4143], [3.2187, 4.3247, -1.0693], [-1.9498, 0.2617, 2.3694], [-1.6027, 1.0239, 1.1404], [-0.7007, 2.1326, 1.5796], [-1.3767, 3.0409, 2.5331], [-1.8144, 2.2563, 3.7308], [-2.6869, 1.1137, 3.3858], [-3.8951, 1.6508, 2.7582], [-3.6055, 2.5001, 1.5870], [-2.9016, 1.6121, 0.5774], [-2.6248, 3.5624, 1.9154], [-1.0274, -0.0372, 2.8770], [-2.6143, -0.6114, 2.1579], [-0.3782, 2.6680, 0.6772], [0.1381, 1.6520, 2.0888], [-2.3974, 2.9151, 4.3868], [-0.9381, 1.8912, 4.2774], [-4.5073, 0.8144, 2.3957], [-4.4369, 2.2483, 3.4987], [-2.6910, 2.2691, -0.2695], [-3.6787, 0.8357, 0.3367], [-3.1038, 4.2653, 2.6118], [-2.3648, 4.0747, 0.9755]]}

***

[2]
{"formula": "C6H13FeO4", "method": "wB97M-V/def2-TZVPD", "relative_energy_kcal_mol": 0.00, "total_charge": 0, "multiplicity": 6, "gap_ev": [8.77, 8.61], "s2": 8.762, "fmax_ha_per_bohr": 0.01971, "symbols": ["C", "O", "C", "H", "H", "H", "H", "H", "H", "O", "C", "C", "O", "C", "C", "O", "Fe", "H", "H", "H", "H", "H", "H", "H"], "coordinates": [[-0.4489, -3.0988, -1.0667], [0.0938, -2.3050, -0.0073], [0.5728, -2.9793, 1.0802], [-1.2784, -3.7000, -0.6727], [-0.8218, -2.3987, -1.8211], [0.3241, -3.7605, -1.4799], [0.9239, -2.3341, 1.8827], [0.9742, -3.9683, 0.8579], [-0.3159, 1.9421, 1.8825], [1.4575, -0.0718, 1.3077], [1.7321, 1.2590, 1.5845], [0.5490, 2.1491, 1.2061], [0.1967, 1.7711, -0.1196], [-1.0835, 2.1531, -0.6097], [-1.3616, 1.2430, -1.8046], [-1.1089, -0.0847, -1.4936], [0.2956, -0.2938, -0.2018], [2.6239, 1.6159, 1.0255], [1.9433, 1.4332, 2.6587], [0.7958, 3.2215, 1.2513], [-1.0877, 3.2199, -0.8842], [-1.8311, 1.9837, 0.1847], [-0.7321, 1.5892, -2.6516], [-2.4130, 1.4143, -2.1090]]}

***

[3]
{"formula": "C44H57BiN6P2S2", "method": "wB97M-V/def2-TZVPD", "relative_energy_kcal_mol": 0.00, "total_charge": 2, "gap_ev": 6.28, "fmax_ha_per_bohr": 0.04092, "symbols": ["Bi", "C", "C", "C", "P", "C", "C", "C", "C", "C", "C", "C", "C", "C", "C", "N", "C", "C", "C", "C", "C", "C", "C", "P", "C", "C", "C", "C", "C", "C", "H", "H", "H", "H", "H", "H", "H", "H", "H", "H", "H", "H", "H", "H", "H", "H", "H", "H", "H", "H", "H", "H", "H", "H", "H", "H", "H", "H", "H", "H", "H", "H", "H", "H", "H", "H", "H", "H", "H", "H", "N", "C", "C", "C", "C", "C", "C", "S", "N", "C", "C", "C", "C", "C", "C", "N", "H", "H", "H", "H", "H", "H", "H", "H", "H", "C", "C", "C", "C", "N", "C", "S", "N", "C", "H", "H", "H", "H", "H", "H", "H", "H"], "coordinates": [[-0.0326, 0.8430, -0.1526], [1.1271, 1.5654, 4.8468], [1.0371, 1.8991, 3.3402], [1.2516, 3.4191, 3.0606], [-0.4516, 1.1273, 2.4541], [-2.0673, 1.9963, 2.9894], [-2.4666, 3.1825, 2.0676], [-2.0648, 2.5208, 4.4482], [-0.4551, -0.6374, 2.8838], [-0.9969, -1.0444, 4.1091], [-0.8051, -2.3458, 4.6188], [-1.2895, -2.7083, 6.0042], [-0.1682, -3.3181, 3.8252], [0.2353, -2.9829, 2.5300], [0.1154, -1.6455, 2.0274], [0.5583, -1.2527, 0.7930], [1.2190, -2.0161, -0.1688], [0.8438, -3.3229, -0.5812], [1.6704, -4.0706, -1.4189], [2.8239, -3.4950, -1.9959], [3.7379, -4.2856, -2.9174], [3.1010, -2.1377, -1.7251], [2.3621, -1.4222, -0.7950], [2.8317, 0.2753, -0.3989], [4.0957, 0.2086, 0.9686], [4.7307, 1.5611, 1.3963], [5.1741, -0.8544, 0.6296], [3.3579, 1.1848, -1.9215], [4.8469, 1.0790, -2.2402], [2.9288, 2.6715, -1.7850], [2.0963, 1.9247, 5.2074], [1.0550, 0.4871, 5.0697], [0.3761, 2.1072, 5.4280], [1.8958, 1.3529, 2.8710], [0.5191, 4.0497, 3.5911], [1.1888, 3.6400, 1.9772], [2.2569, 3.6582, 3.4226], [-2.7836, 1.1457, 2.8774], [-1.6192, 3.8542, 1.9020], [-3.2237, 3.7987, 2.5759], [-2.8918, 2.8567, 1.1136], [-1.4227, 3.4110, 4.5627], [-1.7304, 1.7727, 5.1685], [-3.0773, 2.8092, 4.7196], [-1.5233, -0.3359, 4.7266], [-1.8368, -1.8644, 6.4679], [-0.4649, -2.9798, 6.6920], [-1.9605, -3.5863, 5.9941], [0.0131, -4.3116, 4.2206], [0.6562, -3.7383, 1.8811], [-0.0811, -3.7740, -0.2202], [1.4314, -5.1033, -1.6352], [3.6580, -5.3728, -2.7475], [4.7959, -4.0046, -2.7352], [3.5132, -4.0687, -3.9855], [3.9199, -1.6532, -2.2380], [3.4947, -0.1796, 1.8185], [5.4544, 1.9393, 0.6577], [5.2713, 1.4294, 2.3341], [3.9462, 2.3192, 1.5378], [5.7645, -0.5472, -0.2328], [4.7468, -1.8483, 0.4355], [5.8560, -0.9150, 1.4796], [2.7841, 0.7311, -2.7508], [5.4632, 1.6949, -1.5670], [5.0038, 1.4232, -3.2668], [5.2367, 0.0682, -2.2031], [3.3464, 3.1310, -0.8914], [1.8355, 2.7869, -1.7814], [3.2961, 3.2264, -2.6607], [-1.6110, 2.9531, -4.2420], [-2.7831, 3.6481, -3.8827], [-3.8978, 3.8044, -4.7544], [-5.0804, 4.3562, -4.2423], [-5.1747, 4.7817, -2.8920], [-4.0666, 4.6619, -2.0561], [-2.8664, 4.1544, -2.5555], [-1.5533, 4.0829, -1.4593], [-0.7988, 2.6576, -2.0146], [-0.7757, 2.4116, -3.3000], [0.1205, 1.3474, -3.8455], [0.7635, 1.4723, -5.1182], [1.4336, 0.3648, -5.6379], [1.3845, -0.8576, -4.9515], [0.6464, -0.8955, -3.7666], [0.1176, 0.1909, -3.1726], [-1.4463, 2.6548, -5.2120], [-3.8123, 3.4866, -5.7874], [-5.9421, 4.4350, -4.8971], [-6.0947, 5.2080, -2.5235], [-4.1075, 4.9959, -1.0206], [0.7440, 2.4253, -5.6433], [1.9614, 0.4355, -6.5751], [1.9097, -1.7486, -5.2604], [0.4704, -1.8387, -3.2511], [-3.4428, -4.2927, 2.4102], [-3.5057, -3.4913, 1.1607], [-3.9777, -4.0879, 0.0118], [-3.9627, -3.3303, -1.1810], [-3.5017, -2.0630, -1.2046], [-3.1399, -1.4589, -0.0862], [-2.8192, 0.2768, -0.0146], [-3.0672, -2.1794, 1.0902], [-4.4744, -3.8114, -2.4841], [-3.9657, -5.2343, 2.2283], [-3.9394, -3.7880, 3.2691], [-2.3991, -4.4905, 2.7156], [-4.3215, -5.1149, 0.0186], [-2.7357, -1.7179, 1.9467], [-4.6758, -4.8783, -2.4908], [-3.7185, -3.5659, -3.2478], [-5.4046, -3.2891, -2.7894]]}

***

[4]
{"formula": "C12H15ClN3O10PSSc", "method": "wB97M-V/def2-TZVPD", "relative_energy_kcal_mol": 43.29, "total_charge": 1, "gap_ev": 3.15, "fmax_ha_per_bohr": 0.07565, "symbols": ["Sc", "O", "Cl", "O", "O", "O", "C", "O", "P", "O", "C", "O", "C", "H", "H", "H", "H", "H", "H", "H", "H", "H", "O", "S", "O", "O", "C", "N", "C", "C", "C", "N", "C", "C", "C", "N", "C", "C", "H", "H", "H", "H", "H", "H"], "coordinates": [[0.6786, 2.4283, -0.6689], [1.5935, 5.8677, -0.8426], [2.2808, 4.6482, -0.8344], [3.6753, 4.6745, -1.1526], [1.8830, 3.8573, 0.4602], [1.6747, 3.7791, -1.9072], [-2.7836, -0.0837, -1.5489], [-2.7511, 1.3624, -1.4267], [-1.9776, 2.2511, -0.2979], [-2.4865, 1.6624, 1.1394], [-1.8288, 1.6996, 2.4596], [-2.8377, 3.5927, -0.4219], [-2.9240, 4.1956, -1.7660], [-2.9604, -0.5817, -0.5326], [-1.7486, -0.4655, -1.9245], [-3.5447, -0.3571, -2.3152], [-1.5644, 0.6884, 2.8114], [-2.5537, 2.2667, 3.1365], [-0.8083, 2.1892, 2.3025], [-3.9747, 4.1214, -2.0410], [-2.2232, 3.6653, -2.4542], [-2.6284, 5.2332, -1.6841], [0.5842, -5.4150, -1.7110], [1.6010, -6.0659, -0.9413], [1.5320, -7.4470, -0.4052], [2.9166, -5.5862, -1.3647], [1.1128, -4.9006, 0.3419], [0.2251, -5.2663, 1.2787], [-0.2796, -4.3481, 2.0530], [0.0022, -2.9901, 1.9109], [0.9584, -2.6903, 0.9255], [1.5527, -3.6562, 0.2648], [1.5695, -1.3756, 0.6595], [2.0523, -1.2451, -0.6979], [2.3605, 0.0268, -1.1019], [2.2055, 1.0971, -0.2770], [1.8170, 0.9428, 0.9942], [1.3512, -0.2827, 1.4548], [-0.9241, -4.7755, 2.8484], [-0.5106, -2.2367, 2.5637], [2.1572, -2.1123, -1.3077], [2.6519, 0.1952, -2.1452], [1.9285, 1.8040, 1.6808], [0.9456, -0.3672, 2.4848]]}